A cluster of 11 separate species, C30H59Br20INO2 in total at a distorted geometry, computed with ωB97M-V/def2-TZVPD.

Last column: Mulliken charge in e.
CARTESIAN COORDINATES (ANGSTROEM)
O1 0.0377 -5.4155 -3.1034  -0.5107
C1 -0.1356 -4.2518 -3.4392  0.1738
O2 -0.8877 -3.3945 -2.7114  -0.4250
C2 -0.5171 -2.0156 -2.8461  0.3170
C3 -0.5646 -1.3727 -1.4589  -0.6446
C4 0.8153 -0.8520 -1.1209  -0.4036
C5 1.8882 -1.9412 -0.9026  1.3629
C6 2.8298 -1.2940 0.1182  -1.2093
C7 1.7931 -0.6526 1.0083  -0.7070
N1 0.9657 0.1370 0.0347  0.3069
C8 -0.2461 0.6887 0.7216  -0.4588
C9 -0.1154 2.1601 1.1592  -0.8547
C10 1.3010 2.6954 1.3253  -1.0242
I1 1.4222 4.2029 2.8226  0.1693
H1 0.2673 -3.8263 -4.3670  0.4703
H2 0.4892 -1.9568 -3.2519  0.0495
H3 -1.1516 -1.5187 -3.5662  -0.2286
H4 -0.9188 -2.1104 -0.7497  -0.0346
H5 -1.2717 -0.5510 -1.4968  0.3591
H6 1.1700 -0.3075 -1.9945  0.2950
H7 1.4435 -2.7767 -0.3735  -0.5784
H8 2.3681 -2.1934 -1.8337  -0.0784
H9 3.4517 -2.0104 0.6358  0.5788
H10 3.4884 -0.5548 -0.3366  0.3884
H11 2.1295 -0.0926 1.8684  0.6248
H12 1.2026 -1.4870 1.3767  0.0941
H13 1.6062 0.8361 -0.3258  0.5588
H14 -1.1231 0.5945 0.0991  0.2781
H15 -0.4280 0.0668 1.5857  0.1953
H16 -0.6683 2.7865 0.4719  0.3659
H17 -0.6338 2.2387 2.1069  0.4976
H18 1.6162 3.2047 0.4220  0.4469
H19 2.0500 1.9521 1.5534  0.2758
Br1 2.6721 -2.4931 -5.3070  -0.1460
C11 3.7430 -4.0172 -4.7368  -0.5788
C12 3.5776 -4.2996 -3.2670  0.0597
Br2 4.5129 -2.9954 -2.1638  -0.0955
H20 4.7676 -3.7898 -5.0084  0.4233
H21 3.3905 -4.8621 -5.3230  0.3953
H22 4.0109 -5.2635 -3.0133  0.4734
H23 2.5385 -4.2812 -2.9553  -0.3749
Br3 4.7741 7.2320 2.4381  -0.0950
C13 3.6701 8.3234 1.2637  -0.3286
C14 2.3668 7.6429 0.9545  -0.1098
Br4 2.6132 6.2049 -0.3340  -0.1308
H24 4.2613 8.5305 0.3785  0.4293
H25 3.4917 9.2467 1.8057  0.0157
H26 1.6667 8.3347 0.4911  0.0652
H27 1.9070 7.2008 1.8321  0.1575
Br5 0.9342 8.8633 4.9044  -0.1240
C15 1.8593 10.5760 4.9101  -0.6755
C16 1.1378 11.6012 4.0770  -0.5382
Br6 1.3724 11.2520 2.1779  -0.1197
H28 2.8653 10.3847 4.5527  0.3751
H29 1.8971 10.8890 5.9504  0.3761
H30 1.5497 12.5923 4.2504  0.3819
H31 0.0682 11.6153 4.2577  0.3760
Br7 0.3571 -8.3354 1.5592  -0.1195
C17 -0.5494 -6.8824 0.6366  -0.0776
C18 0.4117 -6.0035 -0.1119  0.0068
Br8 1.4133 -4.8487 1.1095  -0.1059
H32 -1.1031 -6.3383 1.3923  -0.2552
H33 -1.2408 -7.3579 -0.0557  0.4487
H34 -0.1213 -5.3332 -0.7823  -0.3094
H35 1.1481 -6.5628 -0.6772  0.4506
Br9 -1.3909 -5.6800 3.8889  -0.0810
C19 -2.6304 -4.2225 4.2321  -0.5981
C20 -3.1473 -3.6155 2.9557  -0.6814
Br10 -1.8058 -2.4977 2.0795  -0.0347
H36 -2.1070 -3.5069 4.8565  0.3776
H37 -3.4528 -4.6582 4.7939  0.3652
H38 -3.9870 -2.9547 3.1546  0.4119
H39 -3.4386 -4.3640 2.2274  0.3704
Br11 1.1486 -12.8946 -0.4238  -0.1291
C21 0.1258 -13.4109 1.1479  -0.5881
C22 -0.2568 -12.2169 1.9793  -0.5320
Br12 1.2533 -11.5242 2.9893  -0.1502
H40 0.7329 -14.1218 1.6970  0.3788
H41 -0.7631 -13.9083 0.7680  0.3458
H42 -1.0019 -12.4921 2.7218  0.3474
H43 -0.6298 -11.3945 1.3776  0.3048
Br13 7.4450 2.2467 6.0082  -0.1380
C23 6.4094 3.8832 6.1864  -0.5999
C24 5.9978 4.4313 4.8470  -0.5410
Br14 7.4793 5.2893 3.9240  -0.1356
H44 7.0191 4.5806 6.7496  0.3788
H45 5.5333 3.6117 6.7704  0.3577
H46 5.2440 5.2066 4.9689  0.2753
H47 5.6201 3.6615 4.1831  0.3662
Br15 -2.4396 -1.3864 -5.8715  -0.1560
C25 -4.0995 -2.1622 -5.1994  -0.2807
C26 -4.4650 -3.4257 -5.9276  -0.6770
Br16 -5.1863 -3.0519 -7.6941  -0.1301
H48 -4.8621 -1.3957 -5.2890  0.2262
H49 -3.9197 -2.3727 -4.1466  0.3176
H50 -5.2546 -3.9489 -5.3914  0.2887
H51 -3.6202 -4.0917 -6.0662  0.4299
Br17 -2.8857 10.8820 1.9672  -0.1167
C27 -2.0656 12.1139 0.7052  -0.3206
C28 -2.1790 11.6333 -0.7154  -0.6245
Br18 -0.9548 10.1652 -1.0878  -0.1402
H52 -1.0348 12.2309 1.0180  0.0734
H53 -2.5943 13.0561 0.8278  0.3689
H54 -1.8992 12.4279 -1.4026  0.3604
H55 -3.1721 11.2745 -0.9608  0.3872
Br19 -7.9886 -4.0775 -3.3255  -0.1480
C29 -9.0883 -2.8251 -4.3317  -0.5888
C30 -8.2515 -1.9903 -5.2598  -0.4148
Br20 -7.2615 -0.6173 -4.2951  -0.1302
H56 -9.6304 -2.2292 -3.6062  0.3886
H57 -9.7869 -3.4362 -4.8974  0.3566
H58 -8.8747 -1.4535 -5.9703  0.3851
H59 -7.5201 -2.5810 -5.8011  0.1737

Summary:
Highest occupied orbital energy = -11.19 eV
Orbital gap = 8.795 eV
Charge = +1



A structure of composition C42H26F3IMoN7O5S3 at a distorted geometry, computed with ωB97M-V/def2-TZVPD.

Last column: Löwdin spin population.
CARTESIAN COORDINATES (ANGSTROEM)
Mo1 -1.2805 -0.0366 0.8470  2.5514
C1 7.2653 -0.2495 -3.4826  0.0000
O1 6.3891 0.5385 -2.6890  0.0003
C2 6.2645 0.1862 -1.3514  0.0007
C3 7.0514 -0.7738 -0.7143  0.0000
C4 6.8742 -1.0379 0.6285  0.0008
C5 5.9087 -0.3775 1.3593  0.0006
C6 5.0870 0.5664 0.7461  0.0010
C7 5.2746 0.8433 -0.6018  0.0001
N1 5.9983 -0.6935 2.7435  0.0073
N2 5.0271 -0.7308 3.5231  0.0009
C8 3.6249 -0.5985 3.2048  0.0080
C9 2.9834 0.1073 4.2005  -0.0012
C10 1.6514 0.4839 4.1411  0.0080
C11 0.8336 0.1109 3.0319  0.0006
O2 -0.3819 0.5116 2.7872  0.0218
C12 1.4733 -0.7897 2.0776  0.0058
N3 0.7059 -1.3804 1.1433  0.0443
C13 1.2063 -2.1659 0.2056  0.0278
C14 2.5730 -2.4864 0.1388  0.0007
C15 3.3822 -1.9638 1.0935  0.0178
C16 2.8499 -1.0837 2.0955  -0.0010
H1 7.0846 0.0489 -4.5075  0.0000
H2 7.0897 -1.3213 -3.3773  0.0000
H3 8.3123 -0.0361 -3.2494  0.0000
H4 7.7950 -1.3375 -1.2439  0.0000
H5 7.4958 -1.7664 1.1444  0.0000
H6 4.3044 1.1008 1.2656  0.0001
H7 4.6417 1.5572 -1.0880  0.0001
H8 3.6190 0.3776 5.0420  -0.0003
H9 1.1961 1.1304 4.8755  0.0007
H10 0.4753 -2.5268 -0.5238  0.0014
H11 2.9326 -3.0984 -0.6616  -0.0002
H12 4.4309 -2.2120 1.1233  0.0011
O3 -1.8253 -2.4540 0.8949  0.0405
N4 -1.3907 -3.4315 1.6373  0.0036
C17 -0.9717 -4.5206 0.9453  0.0021
C18 -0.5097 -5.6645 1.5442  -0.0002
C19 -0.4561 -5.6701 2.9656  0.0002
C20 -0.8787 -4.5593 3.6526  -0.0001
C21 -1.3719 -3.3839 3.0356  0.0010
S1 -1.9624 -2.0647 3.8884  0.0128
H13 -1.0533 -4.3740 -0.1225  0.0001
H14 -0.2305 -6.5201 0.9520  0.0000
H15 -0.1302 -6.5356 3.5204  0.0001
H16 -0.8525 -4.5357 4.7429  0.0001
S2 0.5790 0.8204 -0.7420  0.0300
C22 -0.1213 2.3107 -1.3843  0.0071
C23 0.3003 2.8520 -2.6098  0.0032
C24 -0.2666 4.0143 -3.1634  0.0049
C25 0.1918 4.4893 -4.4256  0.0009
N5 0.5950 4.8234 -5.4412  0.0021
C26 -1.2575 4.6922 -2.4353  0.0032
C27 -1.6896 4.1670 -1.2062  0.0036
C28 -1.1768 2.9649 -0.6755  0.0098
S3 -1.8610 2.3208 0.7645  0.0161
C29 -1.7969 5.9478 -2.8880  0.0005
N6 -2.1916 6.9636 -3.2353  0.0009
H17 1.0622 2.3351 -3.1671  0.0001
H18 -2.5101 4.6517 -0.6684  -0.0004
I1 -4.4116 3.5769 -6.0189  0.0001
C30 -3.6436 2.1728 -4.7543  0.0002
C31 -2.9983 1.0969 -5.3154  0.0001
C32 -2.5495 0.0604 -4.5176  0.0004
C33 -2.7225 0.1682 -3.1477  0.0011
C34 -3.2755 1.2826 -2.5950  0.0003
C35 -3.7544 2.3117 -3.3766  0.0000
C36 -2.2400 -0.8850 -2.1806  0.0070
O4 -1.7399 -1.8969 -2.6206  0.0039
O5 -2.3591 -0.6480 -0.8899  0.0637
H19 -2.8821 1.0579 -6.3900  0.0000
H20 -2.0616 -0.7993 -4.9464  0.0001
H21 -3.3130 1.3567 -1.5205  0.0000
H22 -4.2181 3.1706 -2.9004  0.0000
F1 -7.4181 1.4396 3.8616  0.0006
C37 -7.2605 1.0661 2.5767  0.0027
F2 -7.5723 2.1122 1.8140  0.0017
F3 -8.1630 0.1052 2.3182  0.0007
C38 -5.8828 0.6240 2.3186  0.0179
C39 -5.6265 -0.1894 1.2644  -0.0013
C40 -4.3223 -0.5790 1.0180  0.0216
N7 -3.3361 -0.0659 1.7423  0.0173
C41 -3.5774 0.7470 2.7736  0.0224
C42 -4.8656 1.1365 3.0823  -0.0023
H23 -6.4057 -0.5959 0.6368  -0.0004
H24 -4.0208 -1.2515 0.2402  0.0007
H25 -2.6820 1.1035 3.2974  0.0016
H26 -5.0602 1.7869 3.9231  -0.0006

Summary:
<S²> = 3.77
2S+1 = 4
Highest occupied orbital energy (spin up / spin down) = -1.72 / -2.41 eV
Orbital gap (spin up / spin down) = 5.221 / 5.913 eV
Charge = -2



E_tot across the listed records, respectively: -53161.481725, -4235.773534 hartree.